Formula: C2H3MgNaO
Source: the Open Molecules 2025 dataset
Level of theory: wB97M-V/def2-TZVPD

Geometry as XYZ:
```
8
Properties=species:S:1:pos:R:3:forces:R:3
O 0.7874 2.0123 0.9673 -1.455 -0.384 -0.673
C -0.1828 1.4316 0.5901 2.166 -3.298 -0.708
Mg 0.4472 -1.9888 0.9126 -0.464 1.679 2.671
Na 0.8571 -2.5643 -1.1989 0.549 -0.504 -2.944
H -1.2276 1.5714 0.8275 -0.489 0.709 0.110
C -0.0541 -0.1310 -0.3597 0.183 1.740 2.439
H -1.0626 -0.5185 -0.4628 -0.478 0.359 -0.629
H 0.4355 0.1872 -1.2761 -0.012 -0.301 -0.267
```
Positions in Å, forces in eV/Å.

## Properties
HOMO level (alpha / beta), Eh: -0.4287 / -0.4794
Multiplicity: 2
Energy above the lowest of the compared OMol25 structures with the same formula, charge and spin, kcal per mole: 0.0
Calculated total energy, eV: -14020.90110
Gap between HOMO and LUMO (alpha / beta), eV: 6.927 / 6.930
Charge: +1